{"formula": "C12H17Cl2GdNS", "method": "the ωB97M-V functional and the def2-TZVPD basis", "species": ["H", "C", "H", "C", "H", "H", "C", "H", "C", "C", "H", "C", "C", "C", "C", "C", "H", "H", "C", "N", "H", "H", "C", "H", "Cl", "H", "H", "H", "H", "H", "S", "H", "Gd", "Cl"], "positions_angstrom": [[2.22447, 2.29729, -0.63773], [1.89093, 0.69462, -2.16050], [-2.08027, -5.39720, 1.43455], [-1.51250, -4.53927, 1.79249], [0.42789, -1.57858, 3.05567], [0.37175, 3.63964, -0.16748], [-0.07329, 3.45714, -1.16039], [0.12018, -5.74010, 2.61616], [2.13148, 2.21196, -1.73406], [0.42937, -3.62757, 2.89937], [-2.30910, 3.14077, 0.39699], [-0.27768, -4.73288, 2.45522], [-2.01779, -3.26144, 1.60728], [-1.01105, 2.28038, -1.05874], [1.05007, 3.22752, -2.19539], [-2.08292, 2.27813, -0.23441], [-0.61588, 4.38761, -1.40678], [-2.81146, 1.46416, -0.24225], [1.72582, -0.25824, -1.01302], [-0.07409, -2.37502, 2.65497], [2.75757, 0.41430, -2.83521], [1.38423, -3.67300, 3.42219], [-1.33446, -2.14537, 2.11127], [1.54576, 4.18923, -2.39633], [0.61407, 1.84268, 1.80669], [2.63759, -0.93596, -0.96512], [0.60172, 2.89223, -3.13900], [-2.94098, -3.03984, 1.09111], [3.09292, 2.54649, -2.16194], [-0.87258, 1.47669, -1.80897], [-2.05918, -0.62592, 2.21078], [0.94511, 0.68496, -2.78974], [-0.15120, -0.01219, 0.12998], [-1.72647, -1.18324, -1.57764]], "spin_multiplicity": 8, "total_charge": -1, "lumo_ev": [2.5, 2.8], "homo_energy_ev": [-1.7, -4.3], "total_energy_ev": -70922.316, "max_force_ha_per_bohr": 0.0615, "homo_lumo_gap_ev": [4.256, 7.141]}